Formula: C7H9NO3
Source: OMol25
Level of theory: ωB97M-V with the def2-TZVPD basis set

Results
orbital gap	8.74	eV
electronic energy	-15035.009	eV
energy above the lowest of the compared OMol25 structures with the same formula, charge and spin	49.4	kcal/mol
2S+1	1
SMILES	C[N+]1(C)CC(=O)C(C=O)=C1[O-]

Positions of all 20 atoms, in Å:
C (0.895, 1.004, 1.058)
N (0.127, -0.059, 0.165)
C (-1.101, -0.672, 0.711)
C (-0.109, 0.446, -1.206)
C (0.142, -0.769, -2.205)
O (-0.411, -0.756, -3.267)
C (0.875, -1.757, -1.497)
C (1.778, -2.720, -2.074)
O (2.553, -3.415, -1.466)
C (1.015, -1.263, -0.027)
O (1.646, -1.714, 0.891)
H (0.131, 1.825, 1.199)
H (1.432, 0.523, 1.935)
H (1.752, 1.328, 0.402)
H (-1.794, -0.739, -0.074)
H (-0.909, -1.646, 1.214)
H (-1.451, -0.042, 1.475)
H (0.706, 1.091, -1.425)
H (-0.986, 1.170, -1.344)
H (1.645, -2.890, -3.129)

Forces on atoms 1 to 3 (eV/Å):
C 0.0 -0.7 -1.1
N 1.2 0.7 0.6
C 0.6 -0.6 1.5



Formula: C3H6N2O
Source: OMol25
Level of theory: ωB97M-V with the def2-TZVPD basis set

Results
orbital gap	10.80	eV
electronic energy	-8236.329	eV
energy above the lowest of the compared OMol25 structures with the same formula, charge and spin	8.5	kcal/mol
2S+1	1
SMILES	[H]/N=C/NC(C)=O

Positions of all 12 atoms, in Å:
H (-1.645, 2.439, -2.006)
N (-0.975, 1.682, -1.906)
C (-0.957, 1.248, -0.713)
N (-0.093, 0.209, -0.404)
C (0.063, -0.379, 0.837)
C (1.118, -1.465, 0.855)
O (-0.576, -0.034, 1.810)
H (-1.553, 1.597, 0.134)
H (0.458, -0.112, -1.188)
H (1.049, -2.021, 1.790)
H (0.996, -2.149, 0.010)
H (2.114, -1.014, 0.781)

Forces on atoms 1 to 3 (eV/Å):
H 0.0 0.0 0.0
N -0.1 0.0 0.4
C 0.0 0.0 -0.1



Formula: C4H14N2O
Source: OMol25
Level of theory: ωB97M-V with the def2-TZVPD basis set

Results
orbital gap	10.15	eV
electronic energy	-9400.166	eV
energy above the lowest of the compared OMol25 structures with the same formula, charge and spin	79.4	kcal/mol
2S+1	1
SMILES	CN[C@@H](C)CN.O

Positions of all 21 atoms, in Å:
C (1.423, 2.264, -1.155)
N (0.325, 1.292, -1.721)
C (-0.327, 0.472, -0.683)
C (-1.472, -0.558, -1.211)
C (0.775, -0.293, 0.090)
N (0.503, -1.425, 0.991)
H (1.036, 3.330, -1.552)
H (1.491, 2.436, -0.030)
H (2.413, 1.969, -1.620)
H (-0.301, 2.093, -2.031)
H (-0.990, 1.156, 0.090)
H (-2.184, -0.871, -0.425)
H (-0.991, -1.441, -1.792)
H (-1.997, -0.095, -2.003)
H (1.500, -0.630, -0.565)
H (1.056, 0.506, 0.922)
H (1.379, -2.029, 1.153)
H (-0.037, -2.085, 0.361)
O (-1.164, -1.960, 4.160)
H (-1.864, -2.328, 3.559)
H (-0.575, -1.802, 3.459)

Forces on atoms 1 to 3 (eV/Å):
C -0.9 1.3 -1.0
N 0.0 2.5 0.9
C -3.2 -0.5 1.8



Formula: C4H2O2Pd
Source: OMol25
Level of theory: ωB97M-V with the def2-TZVPD basis set

Results
orbital gap (alpha / beta)	8.23 / 7.39	eV
electronic energy	-11745.329	eV
energy above the lowest of the compared OMol25 structures with the same formula, charge and spin	0.0	kcal/mol
2S+1	3
expectation value of S²	2.033

Positions of all 9 atoms, in Å:
H (0.955, -2.332, -0.633)
C (0.637, -1.354, -0.262)
C (-0.616, -0.978, -0.035)
O (1.747, -0.601, -0.056)
O (1.544, 0.723, 0.374)
Pd (-0.118, 1.433, 0.181)
C (-1.982, 1.009, -0.449)
C (-1.555, -0.091, 0.147)
H (-2.849, 1.079, -1.108)

Forces on atoms 1 to 3 (eV/Å):
H -0.2 0.3 0.2
C 0.0 -0.4 0.3
C 0.7 -0.9 0.6



Question: Among the records above, which one has the highest energy above the lowest of the compared OMol25 structures with the same formula, charge and spin?
Answer: C4H14N2O